1.
A cluster of 2 separate species, C9H14 in total. Source: OMol25; level of theory: ωB97M-V with the def2-TZVPD basis set.

Atoms and positions in Å:
1 C -1.37 -0.73 -1.79
2 C -0.74 -1.26 -0.53
3 C -0.53 -0.46 0.58
4 C 0.00 -0.97 1.77
5 C 0.32 -2.31 1.85
6 C 0.11 -3.12 0.74
7 C -0.42 -2.61 -0.43
8 H -0.68 -0.01 -2.25
9 H -2.26 -0.15 -1.56
10 H -1.59 -1.51 -2.52
11 H -0.71 0.60 0.53
12 H 0.12 -0.25 2.56
13 H 0.74 -2.72 2.76
14 H 0.40 -4.16 0.85
15 H -0.59 -3.27 -1.26
16 C 1.60 2.68 0.12
17 C 0.21 3.03 -0.43
18 H 1.65 1.62 0.35
19 H 2.38 2.91 -0.62
20 H 1.83 3.38 0.92
21 H 0.12 4.08 -0.61
22 H -0.56 2.74 0.28
23 H -0.03 2.49 -1.35

Summary:
HOMO (eV): -9.048
Orbital gap (eV): 10.09
Energy above the lowest of the compared OMol25 structures with the same formula, charge and spin (kJ/mol): 19.1
Structure (SMILES): Cc1ccccc1.CC

=====

2.
A structure of composition C6H23NO10STl. Source: OMol25; level of theory: ωB97M-V with the def2-TZVPD basis set.

Atoms and positions in Å:
1 Tl -0.57 0.45 0.18
2 S -2.22 3.10 0.61
3 O -3.63 3.34 0.37
4 O -1.41 4.13 0.03
5 O -2.02 2.97 2.04
6 O -1.82 1.77 0.12
7 C 1.40 0.57 3.55
8 O 1.02 0.04 2.25
9 C 1.82 -1.11 2.11
10 C 1.19 -1.95 0.99
11 N 1.08 -1.22 -0.24
12 C 0.71 -2.14 -1.31
13 C 0.41 -1.41 -2.63
14 O -0.73 -0.52 -2.42
15 C -1.51 -0.51 -3.61
16 H 2.45 0.82 3.69
17 H 0.95 -0.06 4.32
18 H 0.91 1.53 3.72
19 H 1.77 -1.72 3.01
20 H 2.83 -0.76 1.89
21 H 0.23 -2.36 1.33
22 H 1.82 -2.84 0.93
23 H 2.03 -0.96 -0.48
24 H -0.12 -2.83 -1.18
25 H 1.52 -2.84 -1.51
26 H 0.24 -2.08 -3.47
27 H 1.24 -0.80 -2.99
28 H -2.22 0.29 -3.42
29 H -1.96 -1.49 -3.82
30 H -0.93 -0.26 -4.50
31 O -0.87 1.35 2.09
32 H -1.31 2.20 2.05
33 H -0.79 1.17 3.02
34 O -0.45 1.65 -1.48
35 H 0.33 2.13 -1.73
36 H -1.17 2.14 -1.88
37 O -1.55 -1.40 -0.04
38 H -1.87 -1.67 -0.90
39 H -2.05 -1.93 0.58
40 O 1.37 1.06 -0.45
41 H 1.97 0.33 -0.54
42 H 1.93 1.82 -0.29

Summary:
HOMO (eV): -10.731
Orbital gap (eV): 6.81
Total charge: +1

=====

3.
A cluster of 4 separate species, C5H16O3 in total. Source: OMol25; level of theory: ωB97M-V with the def2-TZVPD basis set.

Atoms and positions in Å:
1 C 2.47 -1.36 -0.48
2 C 2.73 0.02 -0.41
3 C 3.11 1.00 -1.46
4 C 2.43 0.75 1.02
5 C 0.99 0.77 1.57
6 H 2.53 -1.95 -1.45
7 H 2.04 -1.98 0.21
8 H 3.65 0.60 -2.36
9 H 2.20 1.45 -1.94
10 H 3.71 1.91 -1.06
11 H 2.97 1.70 0.95
12 H 3.12 0.00 1.68
13 H 0.34 1.00 0.78
14 H 0.73 -0.11 2.11
15 H 1.05 1.59 2.32
16 O 3.34 -2.86 2.32
17 H 2.67 -2.19 2.18
18 H 3.50 -2.96 3.26
19 O -6.24 -0.52 0.51
20 H -6.79 0.23 0.33
21 H -6.81 -1.32 0.50
22 O -6.31 2.15 -3.13
23 H -5.98 3.03 -2.91
24 H -5.62 1.82 -3.70

Summary:
HOMO (eV): -8.885
Orbital gap (eV): 9.73
Energy above the lowest of the compared OMol25 structures with the same formula, charge and spin (kJ/mol): 194.8
Structure (SMILES): C=C(C)CC.O.O.O

=====

4.
A structure of composition C22H20CsN5O3S2. Source: OMol25; level of theory: ωB97M-V with the def2-TZVPD basis set.

Atoms and positions in Å:
1 Cs -0.53 -1.00 -0.68
2 S 5.05 -1.38 -0.96
3 C 3.33 -1.55 -1.07
4 N 2.62 -0.53 -0.70
5 C 3.45 0.50 -0.29
6 C 3.02 1.75 0.17
7 C 3.95 2.68 0.55
8 C 5.33 2.40 0.48
9 C 5.78 1.18 0.02
10 C 4.82 0.23 -0.36
11 H 2.90 -2.47 -1.44
12 H 1.95 1.95 0.22
13 H 3.63 3.65 0.92
14 H 6.04 3.15 0.79
15 H 6.83 0.96 -0.03
16 N -0.49 7.23 0.35
17 C -0.44 5.93 0.76
18 O -0.36 5.62 1.93
19 C -0.45 4.88 -0.32
20 C -0.45 5.13 -1.68
21 C -0.45 4.06 -2.57
22 C -0.44 2.78 -2.05
23 N -0.44 2.51 -0.74
24 C -0.44 3.55 0.10
25 H -0.49 7.93 1.07
26 H -0.57 7.50 -0.60
27 H -0.45 6.13 -2.08
28 H -0.46 4.22 -3.64
29 H -0.44 1.92 -2.72
30 H -0.44 3.34 1.16
31 O -0.34 -3.89 -2.98
32 C -0.43 -4.33 -1.84
33 C -0.46 -5.82 -1.48
34 C -0.56 -5.82 0.04
35 C -0.60 -4.33 0.39
36 O -0.72 -3.89 1.54
37 N -0.52 -3.56 -0.72
38 H 0.44 -6.30 -1.87
39 H -1.31 -6.29 -1.98
40 H 0.30 -6.28 0.54
41 H -1.45 -6.31 0.43
42 S -3.83 -0.51 -0.71
43 C -3.87 -1.46 0.68
44 N -3.79 -2.82 0.60
45 C -3.74 -3.67 1.66
46 C -3.79 -3.19 2.92
47 C -3.88 -1.79 3.09
48 C -3.91 -0.95 2.01
49 H -3.70 -3.18 -0.34
50 H -3.62 -4.71 1.43
51 H -3.73 -3.86 3.77
52 H -3.90 -1.38 4.09
53 H -3.95 0.12 2.13

Summary:
HOMO (eV): -7.831
Orbital gap (eV): 7.93
Energy above the lowest of the compared OMol25 structures with the same formula, charge and spin (kJ/mol): 127.0

=====

5.
A structure of composition C31H53Cl6N2O13Zr. Source: OMol25; level of theory: ωB97M-V with the def2-TZVPD basis set.

Atoms and positions in Å:
1 Zr -0.43 -0.70 -1.25
2 C 2.55 0.41 2.23
3 C 1.52 1.51 2.19
4 C 2.07 2.67 2.87
5 C 3.11 3.48 2.00
6 C 2.22 4.10 0.89
7 C 1.63 2.94 -0.05
8 N 0.99 1.96 0.83
9 O 0.37 0.93 0.12
10 C 2.70 2.40 -0.95
11 C 0.44 3.54 -0.90
12 C 0.29 0.98 2.98
13 H 3.46 0.68 1.68
14 H 2.08 -0.42 1.70
15 H 2.75 0.13 3.26
16 H 2.77 2.40 3.66
17 H 1.29 3.19 3.42
18 H 3.92 2.82 1.70
19 H 3.50 4.23 2.69
20 H 2.77 4.74 0.21
21 H 1.47 4.78 1.29
22 H 2.24 1.70 -1.64
23 H 3.50 1.94 -0.37
24 H 3.21 3.18 -1.51
25 H 0.61 4.43 -1.50
26 H -0.33 3.89 -0.21
27 H -0.10 2.85 -1.55
28 H 0.53 0.97 4.05
29 H -0.02 -0.04 2.79
30 H -0.47 1.76 2.97
31 C -4.54 -2.94 -0.51
32 C -4.77 -1.46 -0.83
33 C -6.30 -1.19 -0.76
34 C -6.75 -1.00 0.65
35 C -5.95 0.12 1.40
36 C -4.44 -0.21 1.33
37 N -3.93 -0.45 -0.11
38 O -2.49 -0.46 -0.29
39 C -4.13 -1.43 2.25
40 C -3.76 0.92 2.14
41 C -4.55 -1.32 -2.37
42 H -5.14 -3.17 0.37
43 H -3.47 -3.13 -0.50
44 H -4.91 -3.59 -1.30
45 H -6.90 -2.01 -1.17
46 H -6.69 -0.34 -1.30
47 H -6.66 -1.94 1.20
48 H -7.82 -0.79 0.64
49 H -6.34 0.16 2.41
50 H -6.06 1.13 0.99
51 H -4.63 -2.36 1.98
52 H -4.45 -1.33 3.29
53 H -3.08 -1.69 2.22
54 H -2.67 0.90 2.13
55 H -4.20 0.90 3.13
56 H -4.12 1.78 1.58
57 H -3.52 -1.64 -2.54
58 H -4.74 -0.31 -2.73
59 H -5.20 -1.99 -2.92
60 C -0.33 1.10 -5.02
61 C -0.31 0.59 -3.60
62 O 0.70 0.14 -2.97
63 O -1.36 0.40 -2.97
64 H -1.33 1.52 -5.13
65 H -0.18 0.40 -5.85
66 H 0.40 1.89 -5.16
67 C -1.37 3.61 5.01
68 Cl -2.18 2.08 5.31
69 Cl -1.49 4.76 6.41
70 Cl -1.96 4.23 3.46
71 H -0.32 3.33 4.87
72 C 5.40 -1.99 2.26
73 Cl 6.41 -3.33 2.86
74 Cl 5.92 -1.52 0.66
75 Cl 5.49 -0.67 3.43
76 H 4.33 -2.18 2.27
77 C 0.69 -4.47 2.34
78 C -0.72 -4.28 2.88
79 O -1.16 -3.20 2.09
80 C -0.13 -2.60 1.64
81 O -0.18 -1.72 0.76
82 O 1.09 -3.30 1.96
83 H 0.86 -5.29 1.64
84 H 1.34 -4.83 3.14
85 H -0.84 -3.92 3.90
86 H -1.37 -5.15 2.73
87 C 3.77 0.78 -5.73
88 C 3.49 1.91 -4.74
89 O 3.14 3.03 -5.51
90 C 3.54 2.81 -6.76
91 O 3.69 3.68 -7.55
92 O 3.85 1.49 -6.92
93 H 2.90 0.13 -5.77
94 H 4.66 0.30 -5.33
95 H 4.29 2.06 -4.01
96 H 2.60 1.66 -4.16
97 C 4.41 -3.29 -2.48
98 C 4.12 -3.92 -1.15
99 O 3.02 -3.34 -0.54
100 C 2.79 -2.25 -1.23
101 O 1.99 -1.34 -1.03
102 O 3.43 -2.27 -2.50
103 H 4.35 -4.04 -3.27
104 H 5.37 -2.79 -2.53
105 H 4.95 -3.86 -0.45
106 H 3.80 -4.96 -1.22

Summary:
HOMO (eV): -9.382
Orbital gap (eV): 4.95
Total charge: +1

=====

6.
A cluster of 2 separate species, C3H7O3 in total. Source: OMol25; level of theory: ωB97M-V with the def2-TZVPD basis set.

Atoms and positions in Å:
1 C -0.96 -2.08 -0.64
2 C -1.19 -0.67 -0.22
3 O -0.53 0.18 -0.90
4 O -1.90 -0.36 0.75
5 H -0.11 -2.22 -1.30
6 H -1.81 -2.57 -1.11
7 H -0.66 -2.73 0.20
8 C 1.53 1.81 0.82
9 O 0.67 2.33 -0.28
10 H 0.03 1.43 -0.41
11 H 1.06 0.83 0.93
12 H 2.55 1.61 0.48
13 H 1.32 2.43 1.68

Summary:
HOMO (eV): -4.597
Orbital gap (eV): 8.83
Total charge: -1
Energy above the lowest of the compared OMol25 structures with the same formula, charge and spin (kJ/mol): 126.5

=====

7.
A structure of composition C27H31BrN7O6RuS. Source: OMol25; level of theory: ωB97M-V with the def2-TZVPD basis set.

Atoms and positions in Å:
1 Ru 0.18 -0.01 -0.24
2 C -3.65 6.12 0.23
3 C -3.43 4.69 0.63
4 C -4.39 4.00 1.37
5 C -4.21 2.67 1.71
6 C -3.06 2.01 1.29
7 C -2.08 2.68 0.56
8 C -2.27 4.02 0.24
9 S -2.97 0.27 1.62
10 O -3.50 0.03 2.93
11 O -3.64 -0.41 0.53
12 N -1.40 -0.15 1.49
13 C -0.48 0.08 2.48
14 C -0.70 0.52 3.80
15 C 0.40 0.67 4.62
16 C 1.68 0.40 4.14
17 C 1.81 0.00 2.84
18 N 0.76 -0.17 2.04
19 H -4.47 6.56 0.80
20 H -3.91 6.18 -0.83
21 H -2.76 6.72 0.38
22 H -5.29 4.51 1.69
23 H -4.94 2.13 2.29
24 H -1.18 2.18 0.25
25 H -1.51 4.54 -0.32
26 H -1.70 0.71 4.14
27 H 0.26 0.99 5.65
28 H 2.55 0.52 4.77
29 H 2.78 -0.21 2.40
30 N -1.83 -0.48 -1.57
31 N -1.94 0.43 -2.62
32 C -0.95 1.41 -2.76
33 O -1.13 2.29 -3.58
34 O 0.08 1.26 -2.00
35 H -1.68 -1.41 -1.91
36 H -2.62 -0.46 -0.92
37 H -2.87 0.69 -2.91
38 C -0.69 -5.29 1.16
39 C -1.04 -3.92 1.72
40 N -0.73 -2.93 0.72
41 C 0.31 -3.03 -0.15
42 N 0.50 -2.06 -1.03
43 C 1.51 -2.24 -2.06
44 C 2.73 -2.94 -1.47
45 C 2.28 -4.28 -0.93
46 N 1.05 -4.16 -0.14
47 C 0.78 -5.26 0.77
48 H -1.30 -5.47 0.27
49 H -0.88 -6.08 1.88
50 H -0.49 -3.75 2.65
51 H -2.10 -3.85 1.95
52 H -1.16 -2.02 0.81
53 H 1.77 -1.27 -2.46
54 H 1.09 -2.85 -2.87
55 H 3.12 -2.31 -0.67
56 H 3.50 -3.09 -2.22
57 H 3.05 -4.71 -0.28
58 H 2.10 -4.99 -1.75
59 H 1.40 -5.16 1.67
60 H 1.06 -6.19 0.27
61 Br 5.66 5.49 0.51
62 C 5.25 3.83 -0.34
63 C 6.14 3.32 -1.28
64 C 5.85 2.10 -1.88
65 C 4.69 1.42 -1.55
66 C 3.81 1.95 -0.62
67 C 4.09 3.17 -0.01
68 C 2.54 1.23 -0.28
69 O 1.59 1.86 0.23
70 O 2.47 -0.01 -0.52
71 H 7.04 3.87 -1.53
72 H 6.53 1.70 -2.61
73 H 4.45 0.47 -2.01
74 H 3.39 3.58 0.71

Summary:
HOMO (spin up / spin down) (eV): -8.286 / -8.778
Orbital gap (spin up / spin down) (eV): 7.37 / 8.24
Energy above the lowest of the compared OMol25 structures with the same formula, charge and spin (kJ/mol): 0.0
Expectation value of S²: 0.77
2S+1: 2

=====

8.
A cluster of 3 separate species, C18H44Br2F3N6O2P3 in total. Source: OMol25; level of theory: ωB97M-V with the def2-TZVPD basis set.

Atoms and positions in Å:
1 C 0.42 1.39 -0.31
2 C 0.17 1.96 -1.83
3 Br 0.51 0.73 -3.43
4 C -0.35 3.36 -2.11
5 Br -0.67 3.93 -4.03
6 P -0.70 4.54 -0.59
7 C -0.38 6.34 -1.13
8 C 1.14 6.90 -0.85
9 C 2.24 6.51 -2.00
10 F 3.19 5.45 -1.54
11 F 3.07 7.76 -2.21
12 F 1.68 6.17 -3.33
13 H 1.14 0.47 -0.41
14 H 0.94 2.15 0.42
15 H -0.61 1.00 0.10
16 H 0.22 4.21 0.47
17 H -1.11 7.02 -0.47
18 H -0.65 6.52 -2.26
19 H 1.07 8.09 -0.83
20 H 1.58 6.60 0.20
21 C -3.56 0.40 3.53
22 N -2.33 0.42 4.29
23 C -1.51 -0.74 3.93
24 P -1.43 1.82 4.63
25 O -1.02 2.03 3.15
26 N -2.36 3.24 4.73
27 C -3.79 3.35 4.95
28 C -1.93 4.37 3.89
29 N -1.90 1.58 6.33
30 C -0.71 1.66 7.18
31 C -2.79 0.55 6.86
32 H -4.07 -0.56 3.67
33 H -3.39 0.58 2.46
34 H -4.28 1.13 3.89
35 H -0.81 -0.97 4.75
36 H -0.92 -0.56 3.03
37 H -2.11 -1.64 3.78
38 H -4.35 3.25 4.02
39 H -4.04 4.33 5.38
40 H -4.17 2.62 5.67
41 H -2.28 4.25 2.86
42 H -0.84 4.46 3.89
43 H -2.32 5.32 4.27
44 H -0.09 0.76 7.06
45 H -0.97 1.78 8.23
46 H -0.10 2.53 6.90
47 H -2.36 -0.45 6.79
48 H -3.77 0.56 6.38
49 H -3.00 0.74 7.93
50 C 2.89 -5.94 -2.44
51 N 1.60 -5.58 -3.00
52 C 0.53 -6.08 -2.15
53 P 1.26 -4.08 -3.73
54 O 1.37 -3.30 -2.39
55 N 2.60 -3.33 -4.45
56 C 3.85 -3.95 -4.86
57 C 2.89 -1.95 -4.05
58 N 1.13 -4.98 -5.26
59 C -0.12 -4.60 -5.93
60 C 1.38 -6.40 -5.48
61 H 2.93 -7.02 -2.27
62 H 3.09 -5.41 -1.50
63 H 3.71 -5.75 -3.13
64 H -0.39 -6.19 -2.73
65 H 0.33 -5.41 -1.31
66 H 0.75 -7.08 -1.74
67 H 4.56 -4.03 -4.03
68 H 4.33 -3.36 -5.65
69 H 3.71 -4.94 -5.30
70 H 3.42 -1.92 -3.10
71 H 1.96 -1.37 -3.95
72 H 3.49 -1.42 -4.80
73 H -0.98 -5.05 -5.42
74 H -0.12 -4.91 -6.98
75 H -0.25 -3.51 -5.92
76 H 0.63 -7.03 -4.99
77 H 2.37 -6.70 -5.15
78 H 1.35 -6.63 -6.55

Summary:
HOMO (eV): -7.966
Orbital gap (eV): 6.95
Structure (SMILES): C/C(Br)=C(/Br)PCCC(F)(F)F.CN(C)P(=O)(N(C)C)N(C)C.CN(C)P(=O)(N(C)C)N(C)C